A cluster of 2 separate species, C3H10N3O in total in a non-equilibrium geometry. Source: the OMol25 dataset; level of theory: ωB97M-V with the def2-TZVPD basis set.

Properties
* net charge: -1
* gap between HOMO and LUMO: 7.362 eV
* energy relative to the best compared isomer or geometry (same formula, charge and spin): 8.6 kcal/mol
* E: -359.8288 hartree

Last column: Mulliken charge in e.
Geometry (Å):
H1 1.552 1.995 -1.436  0.14
H2 -0.268 -3.030 2.113  0.38
N1 -1.342 1.069 -0.335  -0.95
C1 -0.353 1.878 -0.564  0.40
H3 -0.803 -1.383 1.696  0.28
H4 -1.248 -2.749 0.651  0.24
N2 0.894 1.413 -0.909  -0.39
H5 -0.071 3.836 -1.241  0.21
O1 0.517 -1.146 -0.589  -0.98
N3 -0.476 3.290 -0.473  -0.53
H6 1.568 -1.700 1.087  0.24
H7 1.104 -3.040 -0.014  0.21
H8 -1.454 3.507 -0.355  0.28
C2 0.780 -2.081 0.410  -0.25
H9 1.015 0.352 -0.868  0.34
H10 -0.968 0.123 -0.447  0.51
C3 -0.446 -2.335 1.274  -1.12